# 1
Here is C26H46OP2Tl as an isolated structure at a distorted geometry from OMol25. Energies are from the ωB97M-V functional and the def2-TZVPD basis.

## Properties
- Energy relative to the best compared isomer or geometry (same formula, charge and spin): 0.113 eV
- Charge: +1
- Kohn-Sham gap (alpha / beta): 4.33 / 4.58 eV
- LUMO energy (alpha / beta): -0.1403 / -0.1313 Eh
- E_tot: -53012.2722 eV

Atoms and positions in Å:
Tl  -0.582  0.066  -2.064
C  2.468  0.811  -0.085
C  1.807  1.554  0.933
C  1.956  -0.628  1.629
C  2.549  -0.540  0.347
C  1.494  0.662  1.992
C  3.029  1.340  -1.346
H  2.730  2.382  -1.507
H  2.705  0.750  -2.218
H  4.130  1.313  -1.329
C  3.182  -1.661  -0.382
H  3.556  -1.333  -1.358
H  2.473  -2.487  -0.549
H  4.033  -2.074  0.183
C  1.887  -1.858  2.453
H  2.889  -2.162  2.797
H  1.468  -2.706  1.891
H  1.266  -1.692  3.340
C  0.854  1.012  3.279
H  1.593  1.060  4.095
H  0.105  0.259  3.559
H  0.361  1.987  3.220
C  1.545  3.011  0.919
H  2.343  3.566  1.440
H  0.600  3.245  1.427
H  1.489  3.397  -0.105
C  -4.321  2.144  -4.424
C  -3.225  3.098  -4.520
C  -3.394  4.583  -4.141
C  -4.293  4.931  -2.939
C  -4.352  3.976  -1.795
C  -5.327  3.053  -1.625
C  -6.281  2.557  -2.695
C  -5.735  2.563  -4.131
H  -3.785  5.144  -5.009
H  -5.319  5.138  -3.281
H  -2.394  5.019  -3.996
H  -5.924  3.552  -4.560
H  -4.282  1.245  -5.061
H  -2.638  3.061  -5.460
H  -6.392  1.897  -4.714
H  -6.603  1.538  -2.430
H  -5.613  2.737  -0.601
H  -7.220  3.139  -2.660
H  -3.914  5.879  -2.529
H  -3.731  4.239  -0.924
P  -2.490  1.906  -3.328
P  -2.438  0.213  0.595
C  -3.568  0.906  -2.154
C  -3.546  0.031  -0.880
H  -4.279  0.380  -2.812
H  -4.143  1.774  -1.799
H  -4.518  0.203  -0.370
H  -3.587  -1.021  -1.187
C  -3.326  -0.914  1.738
H  -2.782  -0.943  2.694
H  -3.348  -1.934  1.332
H  -4.354  -0.563  1.915
C  -3.002  1.838  1.233
H  -4.069  1.816  1.506
H  -2.829  2.642  0.503
H  -2.407  2.079  2.132
C  -1.725  0.829  -4.613
H  -0.623  0.795  -4.514
H  -1.917  1.204  -5.633
H  -2.129  -0.194  -4.549
C  -1.284  2.944  -2.423
H  -0.992  2.541  -1.435
H  -1.642  3.963  -2.217
H  -0.354  3.041  -3.003
C  -0.553  -3.444  -0.656
C  -1.719  -2.787  -1.160
O  -2.770  -2.880  -1.693
H  -0.119  -2.783  0.126
H  0.200  -3.563  -1.471
H  -0.810  -4.428  -0.191

***

# 2
Here is C26H47BrClF3O4PS as an isolated structure at a distorted geometry from OMol25. Energies are from the ωB97M-V functional and the def2-TZVPD basis.

## Properties
- Charge: +1
- Kohn-Sham gap: 10.02 eV
- LUMO energy: -0.0711 Eh
- E_tot: -146748.8742 eV

Atoms and positions in Å:
C  -3.763  0.434  -2.892
C  -3.677  0.166  -4.046
C  -3.565  -0.514  -5.330
C  -2.314  -1.415  -5.442
C  -2.558  -2.926  -5.334
C  -2.934  -3.506  -3.932
C  -4.335  -4.010  -3.716
C  -5.465  -2.967  -3.813
C  -6.307  -3.075  -5.050
F  -5.605  -2.915  -6.203
F  -7.258  -2.096  -5.032
F  -6.950  -4.261  -5.126
O  -2.434  -2.588  -2.911
S  -0.905  -2.807  -2.617
O  -0.043  -1.820  -3.166
O  -0.709  -3.052  -1.234
O  -0.693  -4.122  -3.572
C  -1.956  -4.695  -3.730
Cl  -2.255  -5.627  -2.189
Br  -2.056  -6.038  -5.116
H  -3.909  0.767  -1.896
H  -4.489  -1.037  -5.535
H  -3.483  0.259  -6.092
H  -1.557  -1.054  -4.759
H  -1.920  -1.252  -6.441
H  -1.672  -3.416  -5.717
H  -3.340  -3.156  -6.048
H  -4.545  -4.843  -4.377
H  -4.381  -4.420  -2.715
H  -5.094  -1.960  -3.670
H  -6.146  -3.134  -2.984
C  -1.082  0.257  -0.087
C  -0.666  -0.187  1.312
C  -0.759  0.933  2.351
C  0.362  1.983  2.296
P  1.951  1.545  3.021
C  1.606  0.885  4.673
C  0.718  1.669  5.653
C  1.306  2.914  6.325
C  2.684  2.719  6.950
C  2.914  3.043  3.273
C  3.389  3.927  2.108
C  4.518  3.387  1.229
C  5.697  2.787  1.989
C  2.844  0.162  2.286
C  3.464  0.121  0.879
C  2.626  0.652  -0.296
C  2.099  -0.458  -1.204
H  -0.492  1.103  -0.447
H  -0.951  -0.565  -0.787
H  -2.132  0.550  -0.098
H  0.340  -0.612  1.282
H  -1.328  -0.997  1.624
H  -0.795  0.492  3.351
H  -1.710  1.452  2.219
H  0.033  2.851  2.878
H  0.491  2.364  1.281
H  2.563  0.630  5.134
H  1.118  -0.078  4.492
H  0.438  0.969  6.443
H  -0.216  1.949  5.158
H  0.612  3.221  7.110
H  1.328  3.755  5.629
H  2.639  2.017  7.784
H  3.062  3.666  7.332
H  3.420  2.346  6.237
H  3.742  2.811  3.946
H  2.243  3.682  3.853
H  3.727  4.865  2.552
H  2.536  4.183  1.474
H  4.880  4.202  0.601
H  4.109  2.653  0.534
H  6.237  3.553  2.548
H  6.398  2.327  1.294
H  5.391  2.009  2.692
H  2.188  -0.707  2.404
H  3.660  -0.027  2.995
H  3.735  -0.918  0.685
H  4.420  0.643  0.910
H  3.250  1.306  -0.910
H  1.797  1.272  0.054
H  2.924  -0.951  -1.719
H  1.432  -0.055  -1.963
H  1.550  -1.218  -0.644

***

# 3
Here is a 3-piece molecular cluster, C26H47BrF9N2O12P2S overall at a distorted geometry from OMol25. Energies are from the ωB97M-V functional and the def2-TZVPD basis.

## Properties
- Charge: +1
- Kohn-Sham gap: 7.14 eV
- LUMO energy: -0.1658 Eh
- E_tot: -179180.8845 eV

Atoms and positions in Å:
C  1.647  1.199  -3.122
O  1.959  0.463  -1.947
C  0.959  -0.429  -1.550
C  1.216  -1.858  -2.086
C  0.206  -2.298  -3.167
C  -1.042  -2.971  -2.569
C  -1.465  -2.468  -1.228
N  -2.386  -1.583  -1.297
C  -2.910  -0.948  -0.080
C  -3.069  0.556  -0.201
O  -2.258  1.271  -0.646
Br  -4.707  1.218  0.541
C  -2.698  -1.354  -2.741
S  -4.182  -0.491  -3.290
O  -4.232  -0.752  -4.694
O  -4.145  0.908  -3.017
C  -5.720  -1.289  -2.586
F  -5.536  -1.746  -1.337
F  -5.958  -2.359  -3.366
C  -6.943  -0.346  -2.718
F  -6.864  0.636  -1.807
F  -6.934  0.245  -3.921
C  -8.337  -1.041  -2.567
F  -9.227  -0.029  -2.534
F  -8.634  -1.776  -3.641
C  -8.565  -1.863  -1.270
F  -9.873  -2.051  -1.125
F  -8.014  -3.072  -1.391
F  -8.117  -1.230  -0.195
C  -2.403  -2.728  -3.350
N  -2.050  -2.685  -4.753
H  0.574  1.287  -3.301
H  2.040  2.204  -2.982
H  2.156  0.788  -3.996
H  -0.046  -0.075  -1.812
H  1.011  -0.487  -0.459
H  2.222  -1.894  -2.494
H  1.152  -2.571  -1.260
H  -0.059  -1.442  -3.782
H  0.670  -3.039  -3.812
H  -0.917  -4.053  -2.502
H  -0.993  -2.841  -0.328
H  -2.160  -1.099  0.701
H  -3.806  -1.433  0.292
H  -1.888  -0.702  -3.083
H  -3.141  -3.490  -3.089
H  -1.498  -3.514  -4.951
H  -2.871  -2.777  -5.341
O  6.261  1.837  -2.237
P  6.838  2.878  -1.362
O  5.590  3.664  -0.674
C  4.782  2.959  0.274
C  5.532  2.600  1.543
O  7.374  3.973  -2.433
C  7.271  3.783  -3.843
C  5.951  4.299  -4.377
O  7.955  3.199  -0.274
C  8.966  4.223  -0.370
C  8.418  5.624  -0.222
H  4.377  2.059  -0.200
H  3.944  3.612  0.515
H  6.342  1.896  1.342
H  4.858  2.138  2.266
H  5.980  3.487  1.992
H  7.428  2.739  -4.106
H  8.092  4.348  -4.289
H  5.109  3.929  -3.792
H  5.817  3.999  -5.417
H  5.923  5.388  -4.325
H  9.539  4.101  -1.286
H  9.657  4.027  0.450
H  7.575  5.821  -0.879
H  9.202  6.347  -0.449
H  8.068  5.795  0.798
O  -1.954  -1.410  3.201
P  -2.106  -1.669  4.666
O  -1.416  -0.351  5.335
C  -2.087  0.912  5.227
C  -3.400  0.953  5.985
O  -0.979  -2.818  4.890
C  -0.253  -3.417  3.823
C  1.003  -2.633  3.495
O  -2.937  -2.075  5.968
C  -2.566  -3.075  6.944
C  -1.404  -2.656  7.814
H  -2.250  1.144  4.170
H  -1.404  1.658  5.628
H  -4.128  0.256  5.562
H  -3.832  1.953  5.943
H  -3.254  0.674  7.028
H  -0.886  -3.545  2.945
H  0.021  -4.418  4.162
H  0.795  -1.569  3.379
H  1.459  -3.006  2.576
H  1.728  -2.730  4.303
H  -2.393  -4.032  6.457
H  -3.447  -3.209  7.571
H  -0.548  -2.307  7.243
H  -1.084  -3.503  8.423
H  -1.693  -1.838  8.475

***

# 4
Here is a 12-piece molecular cluster, C26H47Cl15O9 overall at a distorted geometry from OMol25. Energies are from the ωB97M-V functional and the def2-TZVPD basis.

## Properties
- Energy relative to the best compared isomer or geometry (same formula, charge and spin): 1.928 eV
- SMILES: COC(=O)OC.ClC(Cl)Cl.ClC(Cl)Cl.ClC(Cl)Cl.ClC(Cl)Cl.ClC(Cl)Cl.CC(C)=O.CC(C)=O.CC(C)=O.CC(C)=O.CC(C)=O.CC(C)=O
- Kohn-Sham gap: 9.60 eV
- LUMO energy: 0.0007 Eh
- E_tot: -233983.2552 eV

Atoms and positions in Å:
C  -0.981  -0.647  2.657
O  -0.868  -0.079  1.374
C  0.290  -0.020  0.654
O  0.406  0.614  -0.410
O  1.281  -0.637  1.388
C  2.643  -0.649  0.857
H  -0.705  -0.023  3.507
H  -0.330  -1.511  2.793
H  -2.012  -0.985  2.761
H  3.366  -0.820  1.655
H  2.983  0.279  0.399
H  2.760  -1.453  0.130
Cl  -1.175  -3.692  8.979
C  0.022  -4.975  8.640
Cl  -0.846  -6.350  7.846
Cl  0.985  -5.325  10.097
H  0.670  -4.574  7.861
Cl  -2.786  -7.687  1.705
C  -3.643  -9.237  1.466
Cl  -2.634  -10.660  1.982
Cl  -4.194  -9.343  -0.224
H  -4.573  -9.280  2.034
Cl  3.400  0.190  -6.188
C  1.999  0.776  -7.111
Cl  1.120  -0.428  -8.077
Cl  2.473  2.069  -8.218
H  1.250  1.195  -6.438
Cl  3.575  1.284  5.812
C  4.096  2.783  5.011
Cl  5.341  3.672  5.905
Cl  2.756  3.756  4.462
H  4.689  2.420  4.171
Cl  -6.101  4.580  1.591
C  -7.110  4.797  3.005
Cl  -6.925  3.198  3.919
Cl  -8.780  5.113  2.796
H  -6.757  5.672  3.551
C  -1.792  7.139  -3.888
C  -1.682  6.968  -5.356
C  -2.912  7.262  -6.133
O  -0.587  6.659  -5.816
H  -1.677  6.276  -3.233
H  -2.777  7.474  -3.562
H  -0.994  7.814  -3.578
H  -2.678  7.275  -7.197
H  -3.288  8.274  -5.978
H  -3.746  6.566  -6.038
C  11.025  3.620  -0.472
C  10.215  2.403  -0.116
C  10.116  1.491  -1.305
O  9.825  2.158  1.064
H  10.392  4.381  -0.928
H  11.788  3.348  -1.202
H  11.542  3.945  0.430
H  9.240  0.869  -1.124
H  11.041  0.919  -1.377
H  10.159  2.080  -2.221
C  -10.443  -4.852  1.541
C  -9.310  -5.430  2.297
C  -8.388  -4.450  2.928
O  -9.103  -6.715  2.267
H  -10.958  -5.546  0.876
H  -10.061  -4.228  0.733
H  -11.150  -4.258  2.119
H  -7.629  -4.970  3.513
H  -8.925  -3.842  3.656
H  -7.905  -3.758  2.238
C  5.315  8.127  -1.454
C  5.460  6.624  -1.501
C  5.514  5.992  -2.894
O  5.478  5.889  -0.533
H  4.528  8.468  -2.125
H  6.289  8.529  -1.733
H  5.155  8.532  -0.455
H  4.659  5.821  -3.549
H  5.711  4.925  -2.789
H  6.240  6.415  -3.589
C  3.167  -7.372  1.255
C  3.302  -7.493  2.770
C  3.402  -8.828  3.404
O  3.341  -6.531  3.545
H  2.100  -7.251  1.069
H  3.276  -8.343  0.772
H  3.638  -6.547  0.720
H  4.306  -9.014  3.985
H  3.339  -9.552  2.591
H  2.606  -8.893  4.146
C  -7.203  -0.315  -3.199
C  -6.411  -0.555  -4.491
C  -5.022  0.025  -4.528
O  -7.004  -0.861  -5.499
H  -8.282  -0.320  -3.358
H  -6.839  0.519  -2.600
H  -7.092  -1.285  -2.714
H  -4.315  -0.742  -4.212
H  -4.943  0.942  -3.943
H  -4.739  0.202  -5.565

***

# 5
Here is C26H47Cl3MnN3O4Si as an isolated structure at a distorted geometry from OMol25. Energies are from the ωB97M-V functional and the def2-TZVPD basis.

## Properties
- 2S+1: 6
- Charge: -1
- Kohn-Sham gap (alpha / beta): 6.08 / 7.11 eV
- LUMO energy (alpha / beta): 0.0922 / 0.0921 Eh
- E_tot: -117158.4373 eV

Atoms and positions in Å:
C  -1.683  -1.988  -3.954
C  -1.149  -2.792  -2.831
H  -1.471  -2.443  -4.927
H  -1.229  -0.986  -3.919
H  -2.774  -1.871  -3.859
C  -0.657  -4.033  -2.943
C  -0.527  -4.766  -4.234
H  -0.363  -4.597  -2.053
H  -0.630  -4.111  -5.109
H  -1.291  -5.551  -4.327
H  0.449  -5.266  -4.298
Mn  0.113  0.543  -0.413
Cl  -2.291  0.675  -0.112
Cl  1.049  2.296  -1.603
H  0.858  4.812  3.281
H  -1.350  5.724  2.221
C  1.118  4.434  2.284
C  -0.976  5.326  1.273
N  -0.101  4.192  1.523
H  1.693  3.505  2.369
C  -0.390  2.985  1.055
O  0.326  1.963  1.244
H  -1.815  4.979  0.665
H  -1.309  2.906  0.463
H  1.720  5.207  1.787
H  -0.435  6.116  0.745
H  1.567  -1.524  -3.406
H  2.379  -3.911  -2.091
C  2.453  -1.111  -2.905
C  3.208  -3.218  -1.871
N  2.722  -1.857  -1.684
H  2.287  -0.058  -2.668
C  2.822  -1.244  -0.478
O  2.492  -0.066  -0.267
H  3.720  -3.550  -0.956
H  3.234  -1.906  0.315
H  3.313  -1.230  -3.577
H  3.905  -3.242  -2.723
O  -0.132  -1.091  -1.571
C  -1.110  -2.042  -1.490
C  0.270  -3.495  0.087
C  -0.973  -2.991  -0.281
H  1.164  -3.089  -0.402
C  0.342  -4.531  1.025
H  -2.090  -1.540  -1.392
C  -2.134  -3.437  0.337
H  1.324  -4.936  1.286
C  -0.828  -5.003  1.624
C  -2.070  -4.470  1.272
H  -3.072  -2.960  0.027
H  -0.761  -5.807  2.354
H  -2.995  -4.837  1.719
Si  -0.400  3.338  -4.053
Cl  -0.745  1.276  -4.169
C  1.391  3.889  -4.174
C  -1.648  4.011  -2.843
C  -0.916  4.215  -5.681
H  2.124  3.175  -3.797
H  1.480  4.823  -3.603
H  1.639  4.121  -5.214
H  -0.186  4.042  -6.483
H  -0.931  5.295  -5.479
H  -1.898  3.924  -6.064
H  -1.653  3.463  -1.900
H  -2.656  3.963  -3.270
H  -1.418  5.066  -2.650
O  0.341  -0.830  1.153
C  0.020  -0.918  2.366
C  0.768  -1.862  3.293
C  1.556  -1.154  4.395
C  0.679  -0.725  5.552
C  -0.332  0.355  5.191
C  -1.436  -0.108  4.233
N  -1.013  -0.208  2.846
H  0.029  -2.566  3.715
H  1.449  -2.440  2.654
H  2.326  -1.845  4.750
H  2.082  -0.289  3.974
H  0.154  -1.597  5.959
H  1.319  -0.339  6.349
H  -0.826  0.712  6.101
H  0.187  1.215  4.755
H  -1.841  -1.066  4.584
H  -2.255  0.622  4.252
H  -1.606  0.220  2.128